No. 1
{"formula": "C3H15NO3", "method": "the ωB97M-V functional and the def2-TZVPD basis", "elements": ["C", "C", "C", "N", "H", "H", "H", "H", "H", "H", "H", "H", "H", "H", "H", "O", "H", "H", "O", "H", "H", "O"], "coordinates": [[0.50492, -1.01975, -0.55882], [0.31038, -2.29485, -1.44014], [-1.18209, -2.47116, -1.75171], [0.07646, 0.33788, -1.01900], [-0.16295, -1.25251, 0.28568], [1.58234, -0.86092, -0.38610], [0.94037, -2.13203, -2.32998], [0.74769, -3.12137, -0.87630], [-1.32855, -1.52308, -2.29652], [-1.42257, -3.29516, -2.42041], [-1.90078, -2.52303, -0.93733], [0.66551, 0.69805, -1.76579], [-0.81395, 0.11033, -1.46589], [-2.82110, 0.29620, 2.90055], [-2.36083, 1.76496, 3.12857], [-3.10092, 1.21876, 2.84982], [-0.70146, 2.11338, 0.12914], [-0.39100, 1.74959, 1.50644], [-0.63261, 2.53152, 1.00785], [3.88039, 3.25197, 2.57369], [4.04365, 3.59210, 1.14003], [4.06711, 2.82912, 1.72620]], "nbo_charge": [-0.216, -0.412, -0.622, -0.845, 0.176, 0.200, 0.197, 0.206, 0.189, 0.220, 0.212, 0.357, 0.346, 0.465, 0.475, -0.940, 0.486, 0.456, -0.949, 0.465, 0.465, -0.930], "smiles": "CCCN.O.O.O", "mol_weight_g_mol": 113.16, "orbital_gap_ev": 10.591, "homo_energy_ev": -9.91, "e_above_lowest_kj_mol": 136.3}

=====

No. 2
{"formula": "C42H90N4O6Y", "method": "the ωB97M-V functional and the def2-TZVPD basis", "elements": ["Y", "C", "C", "C", "O", "H", "H", "H", "H", "H", "H", "H", "C", "C", "C", "O", "H", "H", "H", "H", "H", "H", "H", "C", "C", "C", "C", "C", "C", "N", "O", "C", "C", "C", "H", "H", "H", "H", "H", "H", "H", "H", "H", "H", "H", "H", "H", "H", "H", "H", "H", "H", "H", "C", "C", "C", "C", "C", "C", "N", "O", "C", "C", "C", "H", "H", "H", "H", "H", "H", "H", "H", "H", "H", "H", "H", "H", "H", "H", "H", "H", "H", "H", "C", "C", "C", "C", "C", "C", "N", "O", "C", "C", "C", "H", "H", "H", "H", "H", "H", "H", "H", "H", "H", "H", "H", "H", "H", "H", "H", "H", "H", "H", "C", "C", "C", "C", "C", "C", "N", "O", "C", "C", "C", "H", "H", "H", "H", "H", "H", "H", "H", "H", "H", "H", "H", "H", "H", "H", "H", "H", "H", "H"], "coordinates": [[-1.39941, 1.52421, -3.67380], [-2.39998, 5.14561, -1.12370], [-1.30190, 4.93618, -2.18208], [0.02091, 5.30590, -1.45110], [-1.23262, 3.57449, -2.59499], [-2.34303, 6.12331, -0.64520], [-2.14985, 4.35178, -0.41988], [-3.42413, 5.09222, -1.49299], [-1.62779, 5.66292, -2.92622], [0.76934, 5.38650, -2.23943], [0.39695, 4.60086, -0.70973], [-0.04709, 6.27991, -0.96657], [0.22969, -1.11781, -0.17295], [-0.99694, -0.18760, -0.53158], [-1.13765, 0.99653, 0.36672], [-0.68419, 0.25665, -1.86699], [1.18006, -1.07923, -0.70531], [-0.25926, -2.07416, -0.35848], [0.43817, -1.02251, 0.89268], [-1.99870, -0.61703, -0.54420], [-1.82858, 1.74708, -0.01719], [-0.20470, 1.51056, 0.59794], [-1.45675, 0.59455, 1.32834], [-5.63569, -1.04495, -2.80466], [-4.60656, -0.48264, -3.83534], [-5.22727, -0.53561, -5.26660], [-6.28191, 0.46494, -5.57496], [-5.71008, 1.86282, -5.31927], [-5.20716, 1.93063, -3.87341], [-4.23581, 0.91216, -3.62507], [-3.58321, 1.15889, -2.35684], [-4.51144, 3.31762, -3.90011], [-6.33678, 2.12331, -2.83817], [-3.38889, -1.50810, -4.01112], [-5.61381, -2.12878, -2.69098], [-6.68975, -0.92471, -3.05485], [-5.46918, -0.75102, -1.76834], [-4.52698, -0.64466, -6.09473], [-5.84013, -1.43328, -5.34837], [-7.14250, 0.34634, -4.91661], [-6.67304, 0.33603, -6.58417], [-6.44173, 2.60435, -5.64011], [-4.85670, 1.84830, -5.99724], [-5.16063, 4.17142, -4.09421], [-4.09095, 3.52132, -2.91533], [-3.69097, 3.40193, -4.61273], [-6.06002, 2.05909, -1.78585], [-6.98630, 2.99824, -2.86486], [-6.96137, 1.24970, -2.65164], [-2.92162, -1.62885, -3.03378], [-2.56014, -1.11253, -4.59832], [-3.78511, -2.44676, -4.39844], [-4.22714, 0.91572, -1.68764], [2.04668, 2.47740, -2.25326], [2.68250, 1.38195, -3.26196], [3.38794, 0.45931, -2.21573], [3.78564, -0.87233, -2.80936], [2.58922, -1.55551, -3.38322], [1.97064, -0.74865, -4.48918], [1.63355, 0.70075, -4.04387], [0.86655, 1.44809, -4.84215], [2.75046, -0.89725, -5.86443], [0.56524, -1.45317, -4.72242], [3.87399, 2.01611, -4.02648], [2.74142, 3.03883, -1.62857], [1.19295, 2.19404, -1.63767], [1.66708, 3.31255, -2.84191], [4.18879, 1.11242, -1.86906], [2.87572, 0.35410, -1.25934], [4.12122, -1.54791, -2.02254], [4.60517, -0.75344, -3.51811], [1.86814, -1.79966, -2.60311], [2.95970, -2.54843, -3.63812], [1.94357, -0.69424, -6.56856], [3.45737, -0.08808, -6.04784], [3.11949, -1.92161, -5.91548], [0.04783, -1.05807, -5.59666], [0.76180, -2.45871, -5.09440], [-0.15446, -1.50671, -3.90557], [3.61551, 2.78886, -4.75047], [4.47961, 1.27092, -4.54227], [4.54505, 2.63888, -3.43492], [1.54060, 1.54957, -5.51814], [1.37971, -4.21011, 5.31068], [1.29072, -4.45266, 3.79007], [1.99933, -5.81576, 3.46947], [1.15906, -7.17693, 3.60995], [-0.24856, -7.00686, 3.02849], [-0.95386, -5.76800, 3.47350], [-0.10237, -4.59279, 3.21403], [-0.83299, -3.37325, 3.28791], [-2.17548, -5.65631, 2.45018], [-1.45872, -5.99856, 4.91408], [2.09003, -3.36517, 3.07758], [2.35309, -4.18791, 5.80071], [0.76706, -4.91775, 5.86928], [0.95439, -3.24325, 5.57971], [2.52254, -5.73258, 2.51687], [2.70100, -6.05970, 4.26712], [1.07272, -7.38143, 4.67711], [1.64146, -8.00628, 3.09267], [-0.83074, -7.87645, 3.33340], [-0.05366, -7.03937, 1.95654], [-2.73050, -6.58907, 2.55030], [-2.88509, -4.87909, 2.73390], [-1.73202, -5.49964, 1.46687], [-0.68128, -6.40199, 5.56289], [-1.75862, -5.12547, 5.49364], [-2.29459, -6.69812, 4.91955], [2.33931, -3.61530, 2.04636], [3.01569, -3.00208, 3.52415], [1.48736, -2.48780, 2.84287], [-0.51860, -2.78878, 2.59425], [3.11870, 3.03140, 7.46580], [3.24714, 3.20097, 5.94668], [4.71629, 2.84688, 5.50740], [4.97869, 2.63114, 4.05421], [4.10648, 1.47073, 3.56528], [2.62006, 1.66590, 3.92527], [2.37408, 2.14618, 5.34004], [0.98567, 2.35907, 5.64537], [2.01532, 2.69745, 2.86569], [1.87712, 0.31934, 3.71893], [3.03920, 4.63835, 5.44951], [2.11909, 3.14010, 7.88661], [3.75471, 3.79999, 7.90496], [3.42534, 1.99527, 7.60899], [5.48685, 3.51514, 5.89181], [4.89261, 1.86959, 5.95676], [6.04360, 2.44358, 3.91681], [4.67604, 3.45975, 3.41398], [4.53449, 0.53438, 3.92326], [4.19065, 1.46077, 2.47858], [1.23560, 3.19523, 3.44218], [2.71593, 3.39828, 2.41174], [1.49557, 2.21950, 2.03532], [0.79625, 0.44001, 3.64653], [2.22166, 0.00860, 2.73260], [2.15240, -0.42112, 4.46994], [3.85361, 5.22741, 5.87124], [1.97282, 4.73802, 5.65201], [3.22138, 4.79583, 4.38644], [0.76762, 1.70891, 6.31720]], "mulliken_charge": [1.191, -1.349, 0.374, -1.294, -0.300, 0.448, 0.242, 0.274, 0.236, 0.299, 0.209, 0.496, -0.420, 0.580, -0.721, 0.288, -0.322, 0.399, -0.291, 0.318, -0.097, -0.326, 0.539, -1.681, 1.506, -1.395, -0.830, -1.103, 1.283, 1.041, -0.132, -2.304, -1.494, -1.822, 0.483, 0.359, 0.306, 0.394, 0.385, 0.278, 0.483, 0.478, 0.267, 0.549, 0.515, 0.255, 0.283, 0.480, 0.306, 0.304, 0.150, 0.595, 0.208, -2.276, 1.478, -1.198, -0.736, -1.082, 1.251, 1.171, -0.791, -1.457, -1.838, -1.717, 0.557, 0.033, 0.533, 0.634, 0.222, 0.431, 0.304, 0.133, 0.515, 0.462, 0.284, 0.360, 0.395, 0.566, 0.167, 0.419, 0.351, 0.453, 0.477, -1.732, 1.863, -0.975, -0.860, -0.964, 1.016, 0.713, -0.318, -1.692, -1.603, -1.877, 0.491, 0.301, 0.375, 0.433, 0.303, 0.376, 0.410, 0.437, 0.415, 0.448, 0.408, 0.416, 0.380, 0.380, 0.423, 0.439, 0.480, 0.156, 0.382, -1.792, 1.474, -1.306, -0.658, -1.265, 1.933, 0.392, -0.487, -1.541, -2.365, -1.683, 0.347, 0.389, 0.426, 0.528, 0.364, 0.426, 0.261, 0.475, 0.299, 0.404, 0.260, 0.127, 0.479, 0.307, 0.671, 0.439, 0.441, 0.274, 0.336], "mol_weight_g_mol": 836.11, "orbital_gap_ev": [6.394, 3.056], "homo_energy_ev": [-11.39, -11.39], "total_charge": 2, "spin_multiplicity": 2}

=====

Q: Which formula does entry 1 have?
A: C3H15NO3